*one*
Entry from the OMol25 dataset: the ion C6H10N with charge +1 (ωB97M-V with the def2-TZVPD basis set).

Geometry as XYZ:
```
17
Properties=species:S:1:pos:R:3:lowdin_charge:R:1
C 2.259 -1.590 -0.548 0.097
C 1.258 -2.019 0.101 -0.059
C 0.044 -1.810 0.624 -0.085
C -0.214 -0.260 0.183 -0.245
C -1.695 -0.167 0.403 0.004
C 0.533 1.920 -0.520 -0.031
N 0.599 0.558 -0.208 0.136
H 3.052 -1.956 -1.123 0.077
H -0.688 -2.393 0.238 0.106
H 0.033 -1.822 1.649 0.126
H -1.939 -0.391 1.520 0.146
H -2.218 -0.922 -0.338 0.148
H -1.980 0.962 0.076 0.135
H 0.179 2.554 0.313 0.122
H 1.554 2.432 -0.903 0.177
H -0.173 2.154 -1.238 0.076
H 1.972 -0.517 -0.472 0.068
```

Properties
* total charge: +1
* multiplicity: 3
* expectation value of S²: 2.0097
* HOMO-LUMO gap (spin up / spin down): 7.37 / 5.72 eV
* LUMO energy (spin up / spin down): -3.92 / -8.53 eV

=====

*two*
Entry from the OMol25 dataset: the ion C6H10N with charge +1 (ωB97M-V with the def2-TZVPD basis set).

Geometry as XYZ:
```
17
Properties=species:S:1:pos:R:3:lowdin_charge:R:1
C -0.255 1.872 0.528 0.002
C -0.199 0.810 1.393 -0.023
C -0.819 0.491 -1.436 -0.173
C -1.039 -0.799 -0.708 0.078
C 0.313 1.021 -0.627 -0.243
C 0.336 -0.116 0.384 -0.244
N 1.606 -0.910 0.701 0.263
H -0.434 2.960 0.391 0.137
H -0.556 0.567 2.391 0.119
H -0.532 0.498 -2.494 0.134
H -1.586 1.192 -1.249 0.109
H -1.901 -0.893 -0.066 0.108
H -0.693 -1.624 -1.262 0.085
H 1.159 1.340 -1.199 0.145
H 2.042 -0.691 1.604 0.177
H 2.242 -0.656 -0.035 0.156
H 1.555 -1.928 0.616 0.172
```

Properties
* total charge: +1
* multiplicity: 3
* expectation value of S²: 2.0123
* HOMO-LUMO gap (spin up / spin down): 6.19 / 7.93 eV
* LUMO energy (spin up / spin down): -3.52 / -6.47 eV

=====

*three*
Entry from the OMol25 dataset: the ion C6H10N with charge +1 (ωB97M-V with the def2-TZVPD basis set).

Geometry as XYZ:
```
17
Properties=species:S:1:pos:R:3:lowdin_charge:R:1
C -0.898 -2.201 -0.824 0.078
C -1.047 -1.152 0.111 -0.011
C 0.845 -0.727 -0.997 -0.079
C 0.316 -2.039 -1.461 0.080
C -0.395 1.992 -0.059 -0.035
C 0.180 0.889 0.699 -0.200
N -0.032 -0.341 0.069 -0.054
H -1.662 -2.979 -0.892 0.149
H -1.840 -1.160 0.778 0.130
H 1.797 -0.844 -0.422 0.165
H 1.024 0.073 -1.649 0.122
H 0.808 -2.689 -2.034 0.092
H -1.400 1.906 0.006 0.055
H -0.004 2.881 0.373 0.101
H -0.225 1.853 -1.171 0.123
H -0.151 0.972 1.693 0.138
H 1.243 1.099 0.706 0.146
```

Properties
* total charge: +1
* multiplicity: 3
* expectation value of S²: 2.0101
* HOMO-LUMO gap (spin up / spin down): 8.98 / 8.22 eV
* LUMO energy (spin up / spin down): -2.77 / -8.07 eV

=====

Stability, lowest: *one*

=====

*one*
Entry from the OMol25 dataset: a structure of composition CH6N2O (ωB97M-V with the def2-TZVPD basis set).

Geometry as XYZ:
```
10
Properties=species:S:1:pos:R:3:lowdin_charge:R:1
C 1.183 -0.317 0.178 -0.077
N 0.107 0.618 -0.155 -0.167
N -2.007 0.020 -0.243 -0.066
O -1.021 0.423 0.746 -0.256
H 0.409 1.588 -0.049 0.130
H -1.992 -1.004 -0.216 0.019
H -1.008 0.346 -1.038 0.168
H 2.014 -0.173 -0.510 0.084
H 0.787 -1.327 0.083 0.083
H 1.528 -0.173 1.203 0.081
```

Properties
* multiplicity: 1
* HOMO-LUMO gap: 9.77 eV
* LUMO energy: 0.94 eV

=====

*two*
Entry from the OMol25 dataset: a cluster of 2 separate species, CH6N2O in total (ωB97M-V with the def2-TZVPD basis set).

Geometry as XYZ:
```
10
Properties=species:S:1:pos:R:3:lowdin_charge:R:1
H -1.531 -0.183 1.779 0.040
N -0.950 0.543 1.355 0.043
C 0.250 0.132 1.131 -0.370
N 0.640 -0.909 0.271 0.052
H 1.034 0.891 1.341 0.111
H 1.649 -1.040 0.209 0.096
H 0.224 -1.807 0.487 0.098
O -0.087 0.314 -2.281 -0.133
H 0.318 1.192 -2.232 0.019
H -0.212 0.210 -1.240 0.045
```

Properties
* multiplicity: 1
* HOMO-LUMO gap: 10.03 eV
* structure (SMILES): [H]/N=C\N.O
* LUMO energy: 0.69 eV

=====

*three*
Entry from the OMol25 dataset: a cluster of 2 separate species, CH6N2O in total (ωB97M-V with the def2-TZVPD basis set).

Geometry as XYZ:
```
10
Properties=species:S:1:pos:R:3:lowdin_charge:R:1
N 0.644 -1.923 -0.865 -0.002
O 0.480 -3.068 -0.597 -0.038
H 0.155 -1.151 -0.465 0.018
C -0.604 2.713 1.050 -0.217
N -0.298 1.532 0.259 -0.092
H -1.306 2.422 1.857 0.073
H 0.302 3.101 1.542 0.070
H -1.058 3.550 0.472 0.071
H -1.138 1.292 -0.259 0.055
H 0.407 1.790 -0.432 0.062
```

Properties
* multiplicity: 1
* HOMO-LUMO gap: 8.86 eV
* structure (SMILES): N=O.CN
* LUMO energy: 0.00 eV

=====

Stability, lowest: *one*

=====

*one*
Entry from the OMol25 dataset: an isolated molecule of C5H12O2 (ωB97M-V with the def2-TZVPD basis set).

Geometry as XYZ:
```
19
Properties=species:S:1:pos:R:3:lowdin_charge:R:1
C -0.854 2.399 0.844 -0.102
C -1.009 0.895 0.652 -0.212
C 0.097 0.291 -0.210 -0.372
O 1.385 0.584 0.318 -0.031
C -0.051 -1.233 -0.348 -0.398
C 0.829 -1.797 -1.454 -0.045
O 0.256 -1.834 0.908 -0.036
H 0.111 2.634 1.304 0.071
H -0.894 2.920 -0.120 0.077
H -1.649 2.805 1.479 0.071
H -1.006 0.379 1.622 0.118
H -1.978 0.669 0.187 0.117
H 0.082 0.754 -1.206 0.154
H 1.371 0.236 1.221 0.096
H -1.102 -1.478 -0.543 0.147
H 1.867 -1.480 -1.296 0.086
H 0.782 -2.891 -1.464 0.084
H 0.514 -1.430 -2.436 0.085
H 1.204 -2.021 0.903 0.092
```

Properties
* multiplicity: 1
* HOMO-LUMO gap: 10.93 eV
* structure (SMILES): CC[C@@H](O)[C@@H](C)O
* LUMO energy: 0.90 eV

=====

*two*
Entry from the OMol25 dataset: a cluster of 2 separate species, C5H12O2 in total (ωB97M-V with the def2-TZVPD basis set).

Geometry as XYZ:
```
19
Properties=species:S:1:pos:R:3:lowdin_charge:R:1
C -1.707 -1.772 -0.886 -0.095
C -0.315 -1.121 -0.822 -0.239
C 0.115 -0.660 0.573 -0.117
C -0.424 0.390 1.175 -0.105
C 0.136 0.987 2.442 -0.260
O 0.518 2.342 2.223 -0.076
H -2.172 -1.744 0.081 0.060
H -1.644 -2.770 -1.290 0.060
H -2.370 -1.216 -1.550 0.068
H -0.221 -0.179 -1.359 0.090
H 0.424 -1.790 -1.230 0.092
H 0.964 -1.188 1.000 0.104
H -1.344 0.853 0.827 0.119
H 0.981 0.373 2.757 0.112
H -0.652 1.085 3.176 0.110
H 1.386 2.433 1.832 0.077
O 2.251 0.989 -3.166 -0.062
H 1.347 1.319 -3.105 0.028
H 2.726 1.670 -2.678 0.032
```

Properties
* multiplicity: 1
* HOMO-LUMO gap: 10.13 eV
* structure (SMILES): CC/C=C/CO.O
* LUMO energy: 0.60 eV

=====

*three*
Entry from the OMol25 dataset: an isolated molecule of C5H12O2 (ωB97M-V with the def2-TZVPD basis set).

Geometry as XYZ:
```
19
Properties=species:S:1:pos:R:3:lowdin_charge:R:1
C 2.199 0.102 1.326 -0.098
C 0.779 0.583 1.044 -0.207
C 0.217 -0.072 -0.213 -0.343
O 0.087 -1.501 -0.027 -0.048
C -1.191 0.427 -0.553 -0.413
C -1.654 0.018 -1.948 -0.042
O -2.043 -0.105 0.440 -0.040
H 2.256 -0.992 1.304 0.069
H 2.887 0.471 0.557 0.080
H 2.561 0.439 2.301 0.074
H 0.091 0.348 1.867 0.121
H 0.769 1.676 0.947 0.122
H 0.891 0.101 -1.064 0.152
H 0.354 -1.751 0.869 0.093
H -1.193 1.523 -0.478 0.147
H -1.627 -1.072 -2.058 0.084
H -2.683 0.353 -2.109 0.081
H -1.020 0.460 -2.725 0.081
H -1.680 -1.009 0.520 0.085
```

Properties
* multiplicity: 1
* HOMO-LUMO gap: 10.85 eV
* structure (SMILES): CC[C@@H](O)[C@@H](C)O
* LUMO energy: 0.85 eV

=====

Stability, lowest: *two*

=====

*one*
Entry from the OMol25 dataset: a structure of composition C5H12O2 (ωB97M-V with the def2-TZVPD basis set).

Geometry as XYZ:
```
19
Properties=species:S:1:pos:R:3:lowdin_charge:R:1
C 1.097 -2.889 -0.901 -0.090
C 0.192 -1.936 -0.151 -0.328
O 1.004 -1.018 0.561 -0.111
C -0.821 1.099 0.459 -0.136
C -0.827 2.568 0.839 -0.194
O -0.463 2.949 -0.498 -0.118
C 0.052 1.630 -0.711 -0.207
H 1.815 -3.295 -0.183 0.078
H 1.654 -2.340 -1.668 0.075
H 0.551 -3.706 -1.379 0.074
H -0.416 -2.461 0.593 0.117
H -0.507 -1.419 -0.830 0.110
H -1.783 0.742 0.081 0.114
H -0.430 0.401 1.198 0.095
H -1.749 3.029 1.195 0.116
H 0.001 2.784 1.532 0.121
H 1.167 -0.269 -0.024 0.044
H 1.143 1.627 -0.517 0.118
H -0.116 1.277 -1.739 0.121
```

Properties
* multiplicity: 1
* HOMO-LUMO gap: 10.73 eV
* LUMO energy: 0.93 eV

=====

*two*
Entry from the OMol25 dataset: a cluster of 2 separate species, C5H12O2 in total (ωB97M-V with the def2-TZVPD basis set).

Geometry as XYZ:
```
19
Properties=species:S:1:pos:R:3:lowdin_charge:R:1
C -0.383 -0.287 -0.494 -0.320
C -0.493 0.269 0.790 -0.230
C -0.289 0.566 -1.718 -0.014
C -0.239 -1.759 -0.651 -0.030
C -0.452 1.752 1.075 -0.066
O 1.710 0.105 0.850 -0.361
O 1.932 -1.293 1.236 -0.219
H 2.786 -1.228 1.681 0.053
H -0.455 -0.429 1.615 0.132
H -1.652 0.001 0.263 0.232
H -0.589 1.596 -1.545 0.083
H -0.866 0.147 -2.544 0.090
H 0.764 0.569 -2.009 0.115
H -0.696 -2.306 0.173 0.099
H -0.630 -2.116 -1.605 0.088
H 0.837 -1.960 -0.584 0.096
H 0.468 2.169 0.667 0.085
H -1.306 2.286 0.650 0.081
H -0.448 1.917 2.150 0.085
```

Properties
* multiplicity: 1
* HOMO-LUMO gap (spin up / spin down): 7.38 / 7.38 eV
* LUMO energy (spin up / spin down): 0.43 / 0.43 eV

=====

*three*
Entry from the OMol25 dataset: a structure of composition C5H12O2 (ωB97M-V with the def2-TZVPD basis set).

Geometry as XYZ:
```
19
Properties=species:S:1:pos:R:3:lowdin_charge:R:1
C -0.881 0.383 1.957 -0.119
C 0.152 -0.627 1.581 -0.241
C 0.582 -0.411 0.070 -0.286
C -0.502 -1.137 -0.848 -0.146
C 0.968 0.921 -0.266 -0.294
H -1.872 0.522 1.455 0.047
H -1.169 0.162 3.202 0.127
H -0.258 1.668 1.904 0.166
H 0.766 -0.693 2.140 -0.063
H -0.041 -1.648 1.898 0.133
H 1.374 -1.255 -0.050 0.176
H -0.972 -1.902 -0.809 0.022
H -0.072 -0.852 -1.768 0.096
H -2.437 -0.821 -0.676 0.163
H -0.130 1.735 -0.415 0.210
H 1.792 1.351 0.266 0.111
H 1.704 1.947 -1.655 0.196
O -1.603 -0.199 -0.945 -0.143
O 1.529 0.825 -1.612 -0.157
```

Properties
* multiplicity: 1
* HOMO-LUMO gap: 9.98 eV
* LUMO energy: 0.71 eV

=====

*four*
Entry from the OMol25 dataset: an isolated molecule of C5H12O2 (ωB97M-V with the def2-TZVPD basis set).

Geometry as XYZ:
```
19
Properties=species:S:1:pos:R:3:lowdin_charge:R:1
C -0.418 -2.590 -0.098 -0.100
C 0.365 -1.280 -0.125 -0.205
C -0.516 -0.073 0.187 -0.385
O -1.187 -0.317 1.405 -0.024
C 0.287 1.226 0.314 -0.397
C 0.887 1.714 -0.997 -0.041
O -0.648 2.184 0.818 -0.042
H -0.924 -2.706 0.865 0.072
H -1.176 -2.615 -0.890 0.077
H 0.247 -3.447 -0.247 0.070
H 1.170 -1.319 0.622 0.121
H 0.834 -1.139 -1.109 0.109
H -1.242 0.076 -0.635 0.158
H -1.536 0.549 1.668 0.088
H 1.090 1.052 1.049 0.151
H 0.096 1.899 -1.732 0.089
H 1.432 2.653 -0.844 0.080
H 1.596 0.992 -1.418 0.077
H -0.157 2.945 1.150 0.102
```

Properties
* multiplicity: 1
* HOMO-LUMO gap: 10.84 eV
* structure (SMILES): CC[C@@H](O)[C@@H](C)O
* LUMO energy: 0.80 eV

=====

Stability, lowest: *three*